The ion C21H41FN3O4 with charge +1 at a distorted geometry. Source: the Open Molecules 2025 dataset; level of theory: ωB97M-V/def2-TZVPD.

Calculated values
SMILES: CCCOC[N@H+]1[C@H](CCCCCCCCCCCOC)[C@H](F)N[C@H](O)[C@@H]1OC#N
Spin multiplicity: 1
Charge: +1
HOMO-LUMO gap: 8.51 eV
LUMO level: -2.71 eV

Each line ends with the Löwdin charge.
Atoms and positions in Å:
1 C 2.53378 -3.82341 3.29881  -0.07
2 C 1.63907 -2.91366 4.15647  -0.22
3 C 0.35973 -3.58945 4.62811  -0.17
4 O -0.60740 -3.83145 3.59033  -0.09
5 C -1.23402 -2.69752 3.12736  -0.14
6 N -1.56477 -2.89837 1.67646  0.07
7 C -2.13804 -1.66251 1.03048  -0.17
8 C -3.52154 -1.27838 1.60150  -0.12
9 C -3.69582 0.23907 1.77707  -0.18
10 C -3.72820 1.03224 0.45664  -0.18
11 C -2.33378 1.45890 -0.08323  -0.21
12 C -2.27930 2.97423 -0.34617  -0.20
13 C -1.16430 3.39455 -1.30751  -0.22
14 C 0.18534 3.61116 -0.61988  -0.22
15 C 1.23624 4.18686 -1.58196  -0.20
16 C 2.04759 3.08360 -2.29773  -0.21
17 C 2.56779 3.49857 -3.68075  -0.18
18 C 3.96136 4.11726 -3.59352  -0.25
19 O 4.36458 4.72636 -4.79686  -0.18
20 C 4.80182 3.80404 -5.78249  -0.10
21 C -2.26548 -1.99563 -0.46104  -0.30
22 F -3.02024 -3.14289 -0.57006  0.06
23 N -0.99581 -2.14586 -1.13652  0.12
24 C 0.06898 -2.54628 -0.21489  -0.33
25 O 1.07105 -3.28074 -0.85339  0.05
26 C -0.42014 -3.46337 0.90318  -0.15
27 O -0.89534 -4.71377 0.37984  0.08
28 C -0.02679 -5.68284 0.54114  -0.30
29 N 0.80395 -6.47835 0.54663  0.22
30 H 1.98203 -4.36011 2.52906  0.05
31 H 3.27610 -3.19827 2.79996  0.08
32 H 3.08534 -4.51399 3.93406  0.09
33 H 2.17550 -2.57483 5.04399  0.12
34 H 1.43976 -1.99753 3.58689  0.10
35 H -0.09215 -3.06022 5.47231  0.13
36 H 0.62851 -4.57732 5.00139  0.14
37 H -2.17443 -2.54009 3.66227  0.15
38 H -0.65795 -1.77137 3.21163  0.15
39 H -2.31656 -3.59739 1.62213  0.20
40 H -1.47193 -0.81412 1.17319  0.14
41 H -4.27863 -1.59159 0.87921  0.13
42 H -3.76932 -1.79679 2.52885  0.12
43 H -2.92241 0.66012 2.42529  0.12
44 H -4.66106 0.38153 2.26492  0.12
45 H -4.27762 0.48009 -0.31057  0.11
46 H -4.31473 1.93282 0.63932  0.11
47 H -1.56381 1.21446 0.65569  0.10
48 H -2.12837 0.93227 -1.01969  0.10
49 H -2.19671 3.52121 0.59480  0.12
50 H -3.23709 3.24390 -0.79926  0.11
51 H -1.07822 2.69295 -2.14297  0.11
52 H -1.44955 4.35260 -1.75178  0.12
53 H 0.04975 4.32586 0.19508  0.11
54 H 0.55584 2.66445 -0.21163  0.10
55 H 1.93007 4.83104 -1.03971  0.11
56 H 0.74389 4.80931 -2.33333  0.11
57 H 2.90133 2.84541 -1.65445  0.11
58 H 1.42805 2.18468 -2.36888  0.10
59 H 1.89039 4.22790 -4.13028  0.12
60 H 2.58912 2.63551 -4.35188  0.11
61 H 4.69322 3.36544 -3.26952  0.12
62 H 3.94714 4.90386 -2.83376  0.13
63 H 5.24275 2.91606 -5.32264  0.09
64 H 3.97934 3.51829 -6.44552  0.09
65 H 5.54604 4.31588 -6.39146  0.09
66 H -2.81893 -1.19509 -0.94927  0.15
67 H -0.76386 -1.21009 -1.45831  0.13
68 H 0.54414 -1.67563 0.26862  0.17
69 H 1.35857 -2.78117 -1.62640  0.12
70 H 0.43616 -3.68241 1.53462  0.14